[1]
10
Properties=species:S:1:pos:R:3 method="wB97M-V/def2-TZVPD" total_charge=0 de_lowest_kcal_mol=193.1 homo_ev=-9.58 multiplicity=1 mol_weight_g_mol=101.1 max_force_ev_per_a=8.96 energy_ev=-10784.3259
C 0.2558 -0.6874 0.8916
C -1.0750 -0.3062 -0.0627
C -0.9426 1.2417 -0.0450
H 2.5347 0.6034 -0.7667
H 0.1060 -0.7216 2.1039
H -1.8549 1.5814 -0.5806
N 1.4750 -0.6513 0.4793
O 1.6127 -0.5087 -0.9259
O -1.9547 -1.0828 -0.3364
O 0.2746 1.7923 0.1604

[2]
10
Properties=species:S:1:pos:R:3 method="wB97M-V/def2-TZVPD" total_charge=0 de_lowest_kcal_mol=92.7 homo_ev=-10.24 multiplicity=1 mol_weight_g_mol=101.1 max_force_ev_per_a=5.06 energy_ev=-10788.6828
C 0.5842 -0.8071 0.6438
C -0.8097 -0.6375 0.0593
C -1.3442 0.7584 -0.1830
H 2.5139 0.9365 -0.7740
H 0.7500 -1.7053 1.2258
H -2.1093 0.7313 -1.0492
N 1.6898 -0.2742 0.3504
O 1.5368 0.7844 -0.5416
O -1.4835 -1.5591 -0.3049
O -1.3279 1.7727 0.5733

Repeat the first record exactly.
10
Properties=species:S:1:pos:R:3 method="wB97M-V/def2-TZVPD" total_charge=0 de_lowest_kcal_mol=193.1 homo_ev=-9.58 multiplicity=1 mol_weight_g_mol=101.1 max_force_ev_per_a=8.96 energy_ev=-10784.3259
C 0.2558 -0.6874 0.8916
C -1.0750 -0.3062 -0.0627
C -0.9426 1.2417 -0.0450
H 2.5347 0.6034 -0.7667
H 0.1060 -0.7216 2.1039
H -1.8549 1.5814 -0.5806
N 1.4750 -0.6513 0.4793
O 1.6127 -0.5087 -0.9259
O -1.9547 -1.0828 -0.3364
O 0.2746 1.7923 0.1604